No. 1
# C43H53As3N5P2RhSSe2

C43H53As3N5P2RhSSe2 as an isolated structure (the ωB97M-V functional and the def2-TZVPD basis, the Open Molecules 2025 dataset).

Calculated values
gap between HOMO and LUMO = 4.875 eV
spin multiplicity = 1
net charge = +2

Last column: Löwdin charge in e.
Positions of all 110 atoms, in Å:
Rh: -0.35169 0.18375 -1.58861  0.3481
C: -1.17015 -3.21304 -2.03696  -0.2271
As: -1.98164 -1.58157 -1.37554  1.1342
C: -2.41931 -2.21322 0.39368  -0.2457
C: -3.61580 -1.45321 -2.42827  -0.2901
C: -4.50887 -0.20831 -2.28980  -0.6713
C: -5.63588 -0.35001 -3.32267  -0.0736
C: -3.72545 1.05779 -2.68267  -0.3080
As: -2.26331 1.64972 -1.54953  1.1284
C: -1.75004 3.28982 -2.43579  -0.2376
C: -2.97479 2.36585 0.09206  -0.2466
C: -5.07848 -0.06067 -0.86962  -0.3847
As: -6.75284 -1.04037 -0.39723  1.1463
C: -6.13388 -2.90504 -0.40910  -0.3334
C: -6.55371 -0.75275 1.52787  -0.3313
H: -0.90504 -3.18166 -3.08914  0.0268
H: -1.90540 -4.00164 -1.87575  0.0537
H: -0.27658 -3.42631 -1.45349  0.0416
H: -3.00873 -3.11825 0.25194  0.0379
H: -2.95344 -1.47876 0.98211  0.0147
H: -1.48786 -2.46119 0.90011  0.0410
H: -4.17804 -2.35668 -2.18380  0.0755
H: -3.29270 -1.55250 -3.46792  0.0764
H: -5.23897 -0.32438 -4.34042  0.0936
H: -6.35964 0.45940 -3.21724  0.0972
H: -6.17430 -1.29044 -3.19616  0.0731
H: -4.41220 1.90657 -2.73678  0.1023
H: -3.28124 0.94310 -3.67717  0.0830
H: -2.61460 3.95212 -2.38689  0.0536
H: -1.49321 3.11955 -3.47743  0.0223
H: -0.91510 3.75268 -1.91300  0.0477
H: -3.79698 3.02161 -0.19660  0.0537
H: -2.19191 2.94783 0.57488  0.0481
H: -3.30690 1.58707 0.76524  0.0153
H: -5.38495 0.98072 -0.73007  0.0706
H: -4.31321 -0.25767 -0.11341  0.0332
H: -6.07139 -3.29623 -1.42468  0.0122
H: -6.89038 -3.48824 0.11619  0.0298
H: -5.18482 -3.03845 0.10891  -0.0013
H: -6.68793 0.30366 1.75792  0.0251
H: -5.57806 -1.08112 1.88914  0.0204
H: -7.33046 -1.31156 2.04776  0.0284
Se: -0.63824 0.97524 5.56769  0.3584
P: 0.95643 0.48108 4.32679  0.4910
C: 2.21069 1.78077 4.26113  -0.3744
C: 1.97834 2.92559 3.50217  -0.1001
C: 2.80752 4.02776 3.63178  -0.0734
C: 3.87485 3.99191 4.51935  -0.0751
C: 4.11493 2.85158 5.27444  -0.0630
C: 3.28163 1.74912 5.15296  -0.0778
C: 1.79132 -1.06560 4.77510  -0.3529
C: 1.18329 -1.89578 5.71245  -0.0969
C: 1.81785 -3.05793 6.12810  -0.0568
C: 3.06845 -3.38842 5.62746  -0.0609
C: 3.68410 -2.56022 4.69707  -0.0708
C: 3.04145 -1.40981 4.27149  -0.1104
C: 0.41605 0.33232 2.55345  -0.3538
C: 0.94690 0.27609 1.26107  -0.3860
N: -0.13598 0.24601 0.42137  -0.2498
N: -1.23636 0.26918 1.15082  -0.1095
N: -0.93047 0.32259 2.40958  0.0191
P: 2.53536 0.23018 0.43736  0.7683
Se: 2.04812 0.22860 -1.72306  0.5515
C: 3.35147 -1.32687 0.75463  -0.3863
C: 4.73184 -1.45070 0.60980  -0.0693
C: 5.31782 -2.70268 0.72827  -0.0446
C: 4.53221 -3.81877 0.97738  -0.0461
C: 3.15480 -3.69346 1.11827  -0.0555
C: 2.56181 -2.44960 1.00652  -0.0918
C: 3.64260 1.60706 0.75058  -0.3564
C: 3.63277 2.71448 -0.09798  -0.1049
C: 4.52834 3.75211 0.10498  -0.0519
C: 5.44764 3.68375 1.14114  -0.0408
C: 5.46099 2.58511 1.98976  -0.0550
C: 4.55734 1.55411 1.80500  -0.0934
H: 1.12250 2.97270 2.83729  0.1072
H: 2.61345 4.92178 3.05274  0.1126
H: 4.51407 4.85850 4.63265  0.1150
H: 4.93783 2.82876 5.97734  0.1147
H: 3.44847 0.87558 5.77157  0.1138
H: 0.22131 -1.61360 6.12204  0.0556
H: 1.34005 -3.69417 6.86137  0.1136
H: 3.57084 -4.28354 5.97123  0.1123
H: 4.66686 -2.80386 4.31542  0.1083
H: 3.53372 -0.76703 3.55744  0.0764
H: 5.34647 -0.58522 0.39925  0.1133
H: 6.38936 -2.80498 0.61974  0.1191
H: 4.99548 -4.79267 1.06879  0.1189
H: 2.55039 -4.56497 1.33259  0.1164
H: 1.49117 -2.34293 1.13922  0.1015
H: 2.93658 2.76808 -0.92365  0.0615
H: 4.51877 4.60578 -0.55918  0.1161
H: 6.15799 4.48711 1.28670  0.1211
H: 6.17354 2.52801 2.80095  0.1217
H: 4.58904 0.71240 2.48018  0.0958
N: -0.54508 0.00117 -8.75979  0.1000
C: 0.14058 0.83950 -7.97176  -0.8208
S: 1.13367 2.00153 -8.53727  0.7736
C: -0.04797 0.62655 -6.48221  -0.1823
C: 0.43885 1.57392 -5.59109  -0.0101
C: 0.28659 1.38473 -4.23619  -0.1794
N: -0.32789 0.31108 -3.70352  -0.1311
C: -0.78410 -0.60688 -4.56055  -0.1175
C: -0.66811 -0.48890 -5.93341  0.0233
H: -0.44464 0.10353 -9.75732  0.1137
H: -1.21192 -0.66980 -8.42431  0.0964
H: 0.94672 2.45029 -5.96968  0.0910
H: 0.68121 2.10582 -3.53601  0.0811
H: -1.25418 -1.47727 -4.13600  0.0638
H: -1.04756 -1.30380 -6.53351  0.1196



No. 2
# C43H54Ge2IN2O2PRu

C43H54Ge2IN2O2PRu as an isolated structure in a non-equilibrium geometry (the ωB97M-V functional and the def2-TZVPD basis, the Open Molecules 2025 dataset).

Calculated values
gap between HOMO and LUMO (alpha / beta) = 6.738 / 4.928 eV
spin multiplicity = 5
<S²> = 6.03
net charge = +2

Last column: Löwdin charge in e.
Positions of all 106 atoms, in Å:
Ru: 0.41226 -0.07883 0.37128  0.7447
C: -0.17815 -1.16436 -4.23135  -0.0007
C: 1.19945 -0.75477 -3.81443  -0.2571
N: 2.10011 -0.55216 -4.73936  0.1458
C: 3.33060 -0.11950 -4.43968  -0.0651
C: 3.73830 0.11459 -3.15049  -0.1317
C: 5.12753 0.63809 -2.87146  -0.1817
O: 5.10461 1.80437 -2.05436  -0.0586
C: 2.80439 -0.09591 -2.10826  -0.0745
C: 3.25839 0.15095 -0.77206  -0.0340
N: 2.56380 0.39912 0.29172  -0.0323
C: 3.27869 0.81273 1.44949  -0.3509
C: 4.47213 1.53766 1.34629  -0.0118
C: 5.16705 1.93124 2.47600  -0.0361
C: 4.68723 1.63435 3.74358  -0.0435
C: 3.47770 0.97129 3.87330  -0.1244
C: 2.79622 0.58954 2.73256  -0.5473
I: 0.92777 -0.37908 2.96763  1.2669
C: 1.50390 -0.54781 -2.42298  -0.3044
O: 0.58176 -0.83354 -1.53941  -0.3176
H: -0.12242 -1.88151 -5.04865  0.0954
H: -0.71881 -0.29166 -4.60614  0.0939
H: -0.73909 -1.57928 -3.39991  0.0402
H: 3.99879 0.03686 -5.27872  0.1261
H: 5.63905 0.81338 -3.81785  0.1316
H: 5.71352 -0.10970 -2.32957  0.1338
H: 5.09450 2.58964 -2.60965  0.1088
H: 4.33990 0.16125 -0.67003  0.1248
H: 4.83747 1.82655 0.36739  0.1085
H: 6.08648 2.48934 2.36141  0.1239
H: 5.23183 1.93062 4.62926  0.1228
H: 3.06061 0.76565 4.85023  0.1064
C: 1.33526 -4.04128 -2.27503  -0.1912
Ge: 0.63110 -4.12847 -0.43784  0.8770
C: -0.55913 -5.66625 -0.14379  -0.1921
C: 2.12976 -4.01768 0.84502  -0.2174
Ge: -1.01233 -2.13897 0.37023  0.9078
C: -2.52479 -2.31226 -0.90283  -0.3337
C: -2.32266 -3.06574 -2.05875  -0.1529
C: -3.34787 -3.27397 -2.96892  -0.0541
C: -4.59420 -2.71087 -2.74524  -0.0501
C: -4.81159 -1.95689 -1.60074  -0.0548
C: -3.78868 -1.76067 -0.68610  -0.1407
C: -1.59144 -2.95575 2.07211  -0.3850
C: -0.66324 -3.34620 3.04432  -0.2193
C: -1.07999 -3.81241 4.28055  -0.0635
C: -2.43783 -3.90103 4.56144  -0.0459
C: -3.37033 -3.56654 3.58821  -0.0495
C: -2.95256 -3.11094 2.34704  -0.0949
H: 2.01692 -4.89179 -2.35553  0.0437
H: 1.89600 -3.12590 -2.45698  0.0138
H: 0.55907 -4.14550 -3.03025  0.0261
H: 0.03842 -6.55513 -0.36118  0.0432
H: -1.41884 -5.64384 -0.81016  0.0274
H: -0.90235 -5.70521 0.88831  0.0258
H: 3.00507 -4.45208 0.36005  0.0356
H: 1.90126 -4.59169 1.74153  0.0252
H: 2.36179 -2.98893 1.12206  -0.0045
H: -1.34909 -3.49603 -2.25775  0.0467
H: -3.17129 -3.87165 -3.85388  0.1177
H: -5.39499 -2.85921 -3.45717  0.1173
H: -5.78477 -1.52112 -1.41448  0.1163
H: -3.99491 -1.17776 0.20191  0.0784
H: 0.39794 -3.30916 2.82739  0.0315
H: -0.35046 -4.11418 5.02101  0.1160
H: -2.76676 -4.24792 5.53205  0.1184
H: -4.42781 -3.67297 3.79201  0.1173
H: -3.69014 -2.88643 1.58824  0.0884
C: -2.21924 1.26257 -1.76883  -0.0906
C: -1.45078 2.48625 -1.26600  -0.6655
C: -2.27213 3.74792 -1.52434  -0.0655
C: -0.11663 2.61477 -2.02466  -0.0835
P: -0.93093 2.16743 0.52766  1.1112
C: 0.03500 3.65797 0.93143  -0.3578
C: -0.54794 4.90517 1.15928  -0.0944
C: 0.24939 6.01224 1.40210  -0.0461
C: 1.63225 5.89303 1.42606  -0.0501
C: 2.22051 4.65727 1.20538  -0.0546
C: 1.42439 3.55013 0.95916  -0.0981
C: -2.37362 2.09665 1.75890  -0.6644
C: -1.88365 2.61778 3.11401  -0.0845
C: -2.75954 0.61596 1.91184  -0.1296
C: -3.60724 2.87544 1.30339  -0.0714
H: -2.45199 1.38439 -2.82913  0.1022
H: -3.16429 1.13353 -1.23877  0.0718
H: -1.63305 0.34760 -1.66148  0.0388
H: -2.31821 3.89817 -2.60548  0.1023
H: -1.81169 4.63558 -1.09414  0.0749
H: -3.29397 3.65830 -1.16416  0.0698
H: -0.29266 2.48456 -3.09457  0.1013
H: 0.61354 1.86177 -1.71167  0.0414
H: 0.33060 3.59649 -1.86995  0.0917
H: -1.62281 5.02335 1.15273  0.0960
H: -0.21405 6.97481 1.57429  0.1186
H: 2.24565 6.76326 1.61715  0.1166
H: 3.29829 4.55734 1.22671  0.1077
H: 1.88598 2.59159 0.77073  0.0557
H: -0.92919 2.16805 3.39840  0.0452
H: -2.62008 2.35641 3.87737  0.1026
H: -1.76197 3.69822 3.12341  0.0781
H: -2.08848 0.09131 2.59286  0.0351
H: -2.74255 0.09845 0.94928  0.0134
H: -3.76672 0.53398 2.32513  0.1054
H: -3.39635 3.92813 1.12395  0.0728
H: -4.35740 2.82168 2.09563  0.1017
H: -4.04858 2.44576 0.40377  0.0760



- What is the formula in the first record?
  C43H53As3N5P2RhSSe2